1.
ORCA calculation (wB97M-V/def2-TZVPD) on an isolated ion of composition C23H28NO2 and charge +1 in a non-equilibrium geometry.

```
54
Properties=species:S:1:pos:R:3
C 0.80 1.55 -5.07
C -0.02 1.54 -3.78
C 0.49 0.64 -2.70
C 1.44 0.94 -1.76
C 2.31 2.13 -1.77
C 1.48 -0.16 -0.71
C 1.21 0.21 0.72
C 1.24 -1.04 1.59
C 2.33 -1.90 1.44
C 2.48 -3.03 2.23
C 1.47 -3.37 3.16
O 1.63 -4.52 3.85
C 0.54 -4.95 4.71
C 0.38 -2.48 3.35
C 0.32 -1.31 2.61
C -0.07 1.06 0.80
C 0.03 2.45 0.66
C -1.10 3.23 0.52
C -2.38 2.66 0.74
O -3.41 3.54 0.87
C -4.66 3.11 1.45
C -2.49 1.26 0.87
C -1.34 0.48 0.85
N 0.48 -1.07 -1.24
C 0.01 -0.68 -2.42
C -0.82 -1.55 -3.27
H 0.37 2.26 -5.77
H 1.84 1.81 -4.87
H 0.78 0.55 -5.53
H -0.10 2.57 -3.38
H -1.05 1.23 -4.00
H 3.19 1.96 -1.12
H 2.69 2.36 -2.78
H 1.79 3.02 -1.40
H 2.46 -0.65 -0.78
H 2.05 0.84 1.05
H 3.10 -1.68 0.70
H 3.34 -3.69 2.14
H 0.88 -5.90 5.11
H 0.36 -4.23 5.52
H -0.38 -5.09 4.13
H -0.40 -2.72 4.07
H -0.48 -0.60 2.82
H 1.00 2.93 0.63
H -1.04 4.30 0.34
H -5.29 4.00 1.39
H -5.12 2.30 0.87
H -4.54 2.80 2.50
H -3.47 0.81 1.04
H -1.45 -0.60 0.90
H 0.21 -1.96 -0.80
H -1.56 -0.99 -3.84
H -0.18 -2.10 -3.99
H -1.33 -2.30 -2.65
```

## Properties
Spin multiplicity: 1
Highest occupied orbital energy, eV: -11.0
Energy relative to the best compared isomer or geometry (same formula, charge and spin), kJ/mol: 0.0
SMILES: CCC1=C(C)[C@@H](C(c2ccc(OC)cc2)c2ccc(OC)cc2)[NH+]=C1C
Total charge: +1

***

2.
ORCA calculation (wB97M-V/def2-TZVPD) on C2H2HgLiO2 as an isolated structure in a non-equilibrium geometry.

```
8
Properties=species:S:1:pos:R:3
H -2.47 -0.79 -0.67
O 1.45 0.18 -0.37
C 0.55 0.82 0.26
C -0.71 0.34 0.61
O -1.04 -0.85 0.17
Li 2.88 1.25 -1.09
Hg 0.76 -1.87 -0.11
H -1.42 0.92 1.21
```

## Properties
Expectation value of S²: 0.91
Spin multiplicity: 2
Highest occupied orbital energy (spin up / spin down), eV: -17.6 / -18.3
Energy relative to the best compared isomer or geometry (same formula, charge and spin), kJ/mol: 209.6
Total charge: +2

***

3.
ORCA calculation (wB97M-V/def2-TZVPD) on a 2-piece molecular cluster, C36H39N3O7 overall in a non-equilibrium geometry.

```
85
Properties=species:S:1:pos:R:3
C 2.49 1.60 3.07
C 1.24 1.59 2.18
C -0.02 1.86 3.02
O 1.29 2.61 1.17
C 2.21 2.42 0.17
O 2.63 3.39 -0.44
C 2.57 1.06 -0.15
C 3.84 0.83 -0.87
C 5.14 1.02 -0.05
C 5.77 -0.08 0.56
C 7.01 0.05 1.18
C 7.66 1.30 1.19
N 8.92 1.45 1.85
O 9.46 2.58 1.86
O 9.43 0.45 2.40
C 7.04 2.41 0.59
C 5.79 2.27 -0.01
C 1.96 -0.02 0.58
O 2.17 -1.21 0.35
O 1.03 0.32 1.54
H 3.42 1.42 2.52
H 2.57 2.57 3.58
H 2.39 0.84 3.85
H -0.88 1.85 2.35
H -0.13 1.08 3.78
H 0.06 2.84 3.50
H 3.81 -0.21 -1.22
H 3.87 1.52 -1.73
H 5.30 -1.06 0.51
H 7.51 -0.80 1.63
H 7.56 3.37 0.59
H 5.32 3.13 -0.49
C -5.08 -3.96 -0.46
N -4.55 -2.64 -0.22
C -5.05 -1.81 0.74
O -6.02 -2.07 1.45
C -4.21 -0.54 0.76
C -3.48 -0.30 2.08
C -4.44 -0.12 3.24
C -4.42 -1.00 4.32
C -5.37 -0.88 5.34
C -6.31 0.16 5.30
C -6.30 1.07 4.23
C -5.36 0.93 3.21
N -3.28 -0.77 -0.37
C -2.30 0.12 -0.66
C -1.37 -0.07 -1.68
C -0.26 0.72 -1.98
C 0.49 0.53 -3.18
C 1.38 1.53 -3.66
C 2.13 1.34 -4.81
C 2.07 0.13 -5.52
C 2.97 -0.12 -6.70
C 1.18 -0.86 -5.08
C 0.40 -0.67 -3.95
C -3.45 -2.10 -1.01
C -2.22 -2.99 -0.86
C -3.87 -2.04 -2.49
H -5.87 -4.15 0.26
H -5.48 -4.03 -1.48
H -4.29 -4.71 -0.35
H -4.87 0.33 0.54
H -2.82 -1.16 2.27
H -2.84 0.58 1.97
H -3.67 -1.80 4.34
H -5.38 -1.61 6.16
H -7.05 0.26 6.10
H -7.03 1.88 4.19
H -5.34 1.62 2.36
H -2.38 1.07 -0.13
H -1.50 -0.98 -2.27
H -0.02 1.60 -1.34
H 1.40 2.49 -3.14
H 2.77 2.15 -5.20
H 2.80 -1.13 -7.08
H 2.80 0.59 -7.51
H 4.02 -0.05 -6.41
H 1.09 -1.78 -5.67
H -0.34 -1.43 -3.70
H -2.01 -3.16 0.21
H -2.43 -3.95 -1.35
H -1.33 -2.55 -1.32
H -4.85 -1.55 -2.58
H -3.14 -1.51 -3.10
H -3.96 -3.07 -2.86
```

## Properties
Spin multiplicity: 1
Highest occupied orbital energy, eV: -6.8
Total charge: 0

***

4.
ORCA calculation (wB97M-V/def2-TZVPD) on C54H53BaN2OP3S2 as an isolated structure in a non-equilibrium geometry.

```
116
Properties=species:S:1:pos:R:3
Ba -0.48 0.97 -0.77
O -1.72 0.14 3.34
S -0.42 0.00 2.59
C 0.15 -1.63 2.88
C 0.73 -2.00 4.09
C 1.14 -3.31 4.34
C 0.81 -4.29 3.45
C 0.22 -3.92 2.25
C -0.16 -2.64 1.93
P -0.77 -2.17 0.22
C -2.63 -2.03 0.47
C -3.33 -1.75 1.64
C -4.72 -1.69 1.58
C -5.44 -1.87 0.40
C -4.73 -2.14 -0.81
C -3.39 -2.15 -0.78
C -0.71 -3.84 -0.62
C -1.73 -4.76 -0.57
C -1.75 -5.83 -1.46
C -0.73 -5.99 -2.36
C 0.33 -5.09 -2.42
C 0.32 -3.96 -1.55
C 0.77 0.98 3.54
C 0.34 1.21 4.84
C 1.07 2.15 5.60
C 2.11 2.85 4.93
C 2.52 2.64 3.58
C 1.79 1.66 2.91
P 2.11 1.31 1.17
C 3.03 2.82 0.66
C 4.40 2.84 0.69
C 5.02 3.98 0.21
C 4.31 5.08 -0.22
C 2.92 5.04 -0.24
C 2.25 3.88 0.20
C 3.37 0.02 1.22
C 4.05 -0.54 2.30
C 4.86 -1.63 2.03
C 5.01 -2.14 0.74
C 4.26 -1.62 -0.31
C 3.42 -0.55 -0.06
H 0.86 -1.20 4.81
H 1.69 -3.59 5.27
H 1.02 -5.34 3.52
H 0.14 -4.78 1.58
H -2.78 -1.59 2.60
H -5.38 -1.62 2.49
H -6.54 -1.83 0.38
H -5.27 -2.35 -1.70
H -2.75 -2.33 -1.67
H -2.54 -4.58 0.15
H -2.55 -6.52 -1.43
H -0.70 -6.85 -3.03
H 1.06 -5.22 -3.23
H 1.05 -3.18 -1.60
H -0.51 0.74 5.31
H 0.69 2.40 6.59
H 2.67 3.63 5.48
H 3.34 3.24 3.14
H 4.98 2.08 1.23
H 6.10 4.01 0.41
H 4.86 5.99 -0.34
H 2.32 5.86 -0.49
H 1.17 3.82 0.20
H 4.00 -0.17 3.39
H 5.40 -2.20 2.78
H 5.69 -2.93 0.67
H 4.37 -2.06 -1.27
H 2.93 -0.08 -0.95
C 2.39 -1.48 -4.20
P 0.64 -1.06 -3.51
C -0.46 -1.54 -4.84
C -0.30 -1.09 -6.12
C -0.94 -1.66 -7.21
C -1.83 -2.71 -6.98
C -2.06 -3.20 -5.66
C -1.41 -2.57 -4.59
C 0.49 0.78 -3.75
C 1.57 1.67 -3.63
C 1.38 2.99 -3.78
C 0.06 3.52 -3.77
C -1.04 2.68 -3.77
C -0.85 1.31 -3.80
H 3.15 -1.11 -3.50
H 2.49 -1.18 -5.29
H 2.32 -2.63 -4.14
H 0.37 -0.29 -6.38
H -0.75 -1.23 -8.18
H -2.41 -3.11 -7.80
H -2.86 -3.95 -5.55
H -1.50 -2.98 -3.58
H 2.56 1.33 -3.51
H 2.22 3.71 -3.79
H -0.10 4.54 -3.83
H -1.98 3.14 -3.70
H -1.66 0.60 -3.83
C -1.55 4.54 4.91
C -1.37 4.40 3.40
N -1.97 3.23 2.83
C -2.08 2.97 1.48
S -1.55 4.08 0.31
N -2.46 1.64 1.18
C -3.51 1.63 0.12
C -4.80 2.40 0.43
H -0.83 5.33 5.26
H -1.42 3.55 5.30
H -2.54 4.94 5.11
H -0.34 4.17 3.25
H -1.61 5.34 2.94
H -2.21 2.48 3.48
H -2.69 1.03 2.03
H -3.78 0.63 -0.15
H -3.10 2.14 -0.79
H -5.14 2.20 1.47
H -5.65 2.03 -0.22
H -4.74 3.41 0.40
```

## Properties
Spin multiplicity: 1
Highest occupied orbital energy, eV: -13.1
Energy relative to the best compared isomer or geometry (same formula, charge and spin), kJ/mol: 85.2
Total charge: +2

***

> spin multiplicity of number 2 (C2H2HgLiO2)?

2